Below is C40H48N2O2PRuSi as an isolated structure, with properties calculated with ωB97M-V/def2-TZVPD.

The geometry in XYZ format:
```
95
Properties=species:S:1:pos:R:3
Ru 0.000 0.054 -0.192
C -4.032 0.909 2.485
C -2.616 0.947 1.913
C -2.321 2.300 1.266
P -2.245 -0.409 0.715
C -2.919 -1.937 1.477
C -2.853 -3.129 0.524
C -2.248 -2.247 2.814
C -3.217 -0.125 -0.769
C -4.610 -0.211 -0.814
C -5.322 0.034 -1.974
C -6.826 -0.046 -2.014
C -4.585 0.370 -3.112
C -3.206 0.444 -3.103
C -2.480 0.183 -1.926
N -1.084 0.192 -1.889
C -0.414 0.649 -3.073
C -0.205 2.022 -3.268
C -0.635 3.020 -2.230
C 0.391 2.452 -4.445
C 0.793 1.560 -5.433
C 1.481 2.052 -6.679
C 0.556 0.207 -5.228
C -0.053 -0.267 -4.068
C -0.356 -1.734 -3.928
H -4.159 1.743 3.177
H -4.240 -0.009 3.037
H -4.781 1.023 1.696
H -1.892 0.792 2.717
H -2.921 2.449 0.366
H -1.266 2.399 1.011
H -2.561 3.099 1.970
H -3.972 -1.697 1.656
H -1.820 -3.421 0.329
H -3.338 -2.917 -0.431
H -3.360 -3.983 0.981
H -1.212 -2.558 2.667
H -2.780 -3.066 3.303
H -2.248 -1.394 3.496
H -5.156 -0.485 0.085
H -7.224 -0.438 -1.077
H -7.168 -0.697 -2.822
H -7.272 0.938 -2.179
H -5.111 0.573 -4.039
H -2.677 0.700 -4.012
H -0.258 2.758 -1.242
H -1.725 3.063 -2.158
H -0.265 4.015 -2.476
H 0.564 3.516 -4.586
H 0.988 2.940 -7.079
H 1.491 1.286 -7.456
H 2.520 2.325 -6.468
H 0.833 -0.505 -6.001
H -0.317 -2.221 -4.902
H -1.346 -1.896 -3.500
H 0.364 -2.236 -3.282
O 1.299 0.487 3.637
C 1.018 0.020 2.551
O 0.601 0.818 1.534
C 1.103 -1.389 2.206
C 1.602 -2.337 3.111
C 1.701 -3.649 2.751
C 1.258 -4.061 1.442
C 1.272 -5.392 1.012
C 0.802 -5.755 -0.240
C 0.287 -4.779 -1.090
C 0.263 -3.455 -0.692
C 0.761 -3.065 0.560
N 0.732 -1.746 0.930
H 1.895 -1.985 4.092
H 2.082 -4.394 3.440
H 1.659 -6.148 1.687
H 0.825 -6.793 -0.549
H -0.104 -5.055 -2.063
H -0.160 -2.691 -1.330
C 3.560 -0.599 0.622
Si 2.410 -0.283 -0.801
C 2.767 -1.497 -2.164
C 2.683 1.480 -1.379
C 2.538 2.559 -0.497
C 2.844 3.851 -0.899
C 3.304 4.086 -2.189
C 3.449 3.028 -3.077
C 3.128 1.738 -2.679
H 4.567 -0.408 0.230
H 3.510 -1.632 0.973
H 3.398 0.070 1.469
H 3.855 -1.498 -2.307
H 2.292 -1.226 -3.109
H 2.466 -2.509 -1.889
H 2.171 2.387 0.509
H 2.723 4.674 -0.205
H 3.548 5.095 -2.503
H 3.804 3.210 -4.086
H 3.222 0.927 -3.396
```

Calculated values
2S+1: 6
<S²>: 8.793
Orbital gap (alpha / beta), eV: 5.5 / 6.5
E, eV: -69083.5462